Entry 1:
Molecular formula: C3F2INO2
Method: DFT, wB97M-V/def2-TZVPD

The geometry in XYZ format:
```
9
Properties=species:S:1:pos:R:3
C -0.26459 1.55714 -0.25723
C 0.07901 -0.74015 -0.40509
C 1.14739 -0.51641 0.53111
N -0.54908 0.46592 -0.68065
O -0.19059 2.67117 -0.00668
O -0.34529 -1.83740 -0.73507
F 1.89349 -1.45850 0.98255
F 1.66644 0.67463 0.83580
I -3.60232 -0.23074 0.16198
```

The value obtained for the gap between HOMO and LUMO (spin up / spin down) is 8.411 / 6.688 eV. The net charge is 0.

Here are the Löwdin charges for atoms 1 to 8, given in e: atom 1 (C): -0.339, atom 2 (C): -0.442, atom 3 (C): -0.226, atom 4 (N): 0.164, atom 5 (O): 0.244, atom 6 (O): 0.102, atom 7 (F): 0.213, atom 8 (F): 0.153


Entry 2:
Molecular formula: C5H14NO3
Method: DFT, wB97M-V/def2-TZVPD

The geometry in XYZ format:
```
23
Properties=species:S:1:pos:R:3
C -0.90809 0.26812 1.61723
O -0.45149 -1.05342 1.59991
C -0.33786 1.20940 0.42500
C 0.94361 0.66097 -0.29322
C 0.79526 -0.69860 -0.94614
C 1.19113 -1.84548 -0.04354
O 2.28258 -1.96011 0.50016
N -0.13255 2.57199 0.88584
H -0.84526 0.84654 2.54140
H -1.95893 0.10028 1.31616
H -2.67228 -1.97603 -0.37302
H -1.10621 1.15182 -0.36091
H 1.43254 1.49442 -0.79606
H 1.57840 0.31970 0.54873
H 1.49613 -0.76265 -1.79458
H -0.12440 -0.94365 -1.51029
H 0.57600 -2.73191 -0.17382
H 0.76232 1.15702 -3.47906
H 0.58183 3.03726 0.33047
H 0.33702 2.60649 1.79218
H -1.63948 -1.69820 0.86037
H 0.45284 0.62216 -3.06010
O -2.25310 -2.37613 0.41330
```

The calculation puts the energy above the lowest of the compared OMol25 structures with the same formula, charge and spin at 54.01 kcal/mol. The value obtained for the gap between HOMO and LUMO is 7.757 eV. The net charge is -1.

Here are the Löwdin charges for atoms 1 to 8, given in e: atom 1 (C): -0.314, atom 2 (O): -0.316, atom 3 (C): -0.374, atom 4 (C): -0.187, atom 5 (C): -0.229, atom 6 (C): -0.307, atom 7 (O): -0.015, atom 8 (N): -0.002


Entry 3:
Molecular formula: C6H6O
Method: DFT, wB97M-V/def2-TZVPD

The geometry in XYZ format:
```
13
Properties=species:S:1:pos:R:3
O -1.69766 -1.44601 -1.21524
C -0.52797 -0.85619 -0.76400
C 0.22232 0.87072 -0.32827
C -0.32394 1.58841 0.82357
C -0.82669 2.14698 1.77196
C 1.46149 0.16655 -0.05250
C 2.11160 -0.85243 0.02447
H -2.11519 -1.94059 -0.49391
H -0.30866 -1.18269 0.24079
H 0.19654 -0.98024 -1.55591
H 0.34143 1.55893 -1.18181
H -1.29825 2.61422 2.61024
H 2.76499 -1.68767 0.12063
```

The calculation puts the energy above the lowest of the compared OMol25 structures with the same formula, charge and spin at 139.81 kcal/mol. The value obtained for the gap between HOMO and LUMO is 9.722 eV. The net charge is 0.

Here are the Löwdin charges for atoms 1 to 8, given in e: atom 1 (O): -0.028, atom 2 (C): -0.128, atom 3 (C): -0.219, atom 4 (C): -0.140, atom 5 (C): 0.111, atom 6 (C): -0.180, atom 7 (C): 0.118, atom 8 (H): 0.099


Entry 4:
Molecular formula: C32H42BBrN10OV
Method: DFT, wB97M-V/def2-TZVPD

The geometry in XYZ format:
```
88
Properties=species:S:1:pos:R:3
V 0.09110 -0.25681 0.29673
C -3.79936 2.02138 2.78514
C -2.87086 1.22441 1.87052
C -3.64191 0.68553 0.66568
C -1.68905 2.05093 1.45222
C -1.59164 3.43760 1.45760
C -0.29636 3.71987 1.05703
N 0.33332 2.57747 0.80985
N -0.50865 1.53598 1.03006
B 1.80973 2.33986 0.39556
N 1.87976 1.87142 -1.06156
C 2.37674 2.53002 -2.11669
C 2.31211 1.70164 -3.21392
C 1.74239 0.51434 -2.73676
N 1.47475 0.62890 -1.43120
C 1.59516 -0.77294 -3.49765
C 1.18334 -0.52584 -4.94740
C 2.91341 -1.55363 -3.43538
N 2.38866 1.21734 1.27780
C 3.40169 1.27170 2.14364
C 3.65281 -0.00311 2.61689
C 2.72115 -0.82018 1.97752
N 1.95486 -0.06528 1.17423
C 2.59226 -2.31695 2.01927
C 2.04226 -2.84358 0.69533
C 3.93137 -2.97232 2.35422
H -4.59735 1.37476 3.14979
H -3.26838 2.42412 3.64778
H -4.26780 2.85068 2.25109
H -2.49054 0.37250 2.43576
H -4.03030 1.50870 0.05983
H -3.02999 0.04887 0.02539
H -4.48218 0.08115 1.01074
H -2.34331 4.14361 1.76074
H 0.22168 4.65983 0.95889
H 2.43286 3.34992 0.54681
H 2.76342 3.52976 -2.00644
H 2.64597 1.91648 -4.21383
H 0.83178 -1.38156 -3.00926
H 1.97497 -0.00794 -5.49171
H 1.00225 -1.47261 -5.45798
H 0.27956 0.08144 -5.01437
H 3.71368 -0.99150 -3.91967
H 3.21181 -1.73867 -2.40245
H 2.81521 -2.51302 -3.94611
H 3.90162 2.20573 2.33904
H 4.43035 -0.29791 3.29804
H 1.87946 -2.57440 2.80924
H 2.62968 -2.48344 -0.15127
H 2.04743 -3.93399 0.68422
H 0.99732 -2.54005 0.56762
H 4.67742 -2.74322 1.59088
H 4.31509 -2.63857 3.31734
H 3.81341 -4.05457 2.40373
C -1.45037 -4.53588 -2.75055
C -1.47332 -3.03846 -2.66943
C -2.07104 -2.24545 -3.64005
C -2.12701 -0.87573 -3.48215
C -1.54401 -0.31748 -2.36195
Br -1.64933 1.54609 -2.12861
N -0.93465 -1.05001 -1.42540
C -0.93710 -2.38759 -1.57855
H -1.68494 -4.87736 -3.75684
H -2.18898 -4.96332 -2.07018
H -0.47407 -4.93348 -2.47400
H -2.52177 -2.70391 -4.51168
H -2.61443 -0.24008 -4.20620
H -0.47156 -2.96069 -0.78735
N -3.49855 -3.87358 5.73776
C -2.94069 -3.33432 4.89061
C -2.25288 -2.65760 3.82280
C -1.16921 -1.82780 4.09973
C -0.52316 -1.18030 3.05973
C -0.91731 -1.33739 1.72061
C -2.02689 -2.16089 1.48015
C -2.68526 -2.81616 2.51062
H -0.84865 -1.68889 5.12398
H 0.29538 -0.51318 3.30950
H -2.43775 -2.26922 0.48352
H -3.54461 -3.44223 2.30620
N -5.52751 -3.63647 -0.44130
C -5.06462 -2.41316 -0.83545
N -5.99403 -1.41938 -0.88145
O -3.89154 -2.22530 -1.14047
H -6.41376 -3.74140 0.01935
H -4.83548 -4.34594 -0.28218
H -6.97764 -1.59692 -0.79339
H -5.69844 -0.53641 -1.25565
```

The calculation puts the energy above the lowest of the compared OMol25 structures with the same formula, charge and spin at 11.76 kcal/mol. The value obtained for the gap between HOMO and LUMO (spin up / spin down) is 7.907 / 8.655 eV. The net charge is +1. The multiplicity is 3.

Here are the Löwdin charges for atoms 1 to 8, given in e: atom 1 (V): 0.983, atom 2 (C): -0.058, atom 3 (C): -0.349, atom 4 (C): -0.079, atom 5 (C): -0.240, atom 6 (C): 0.016, atom 7 (C): -0.028, atom 8 (N): -0.010


Entry 5:
Molecular formula: C4H8N3OP
Method: DFT, wB97M-V/def2-TZVPD

The geometry in XYZ format:
```
17
Properties=species:S:1:pos:R:3
C -0.07049 0.71795 1.33635
C 1.23271 0.67418 -0.38814
C -0.57114 1.05062 2.74203
C -0.37831 -2.47377 -2.05606
N -0.75934 0.33979 0.31039
N 0.03787 0.29144 -0.74229
N 1.24957 1.00055 0.97446
O 0.39983 -0.09520 -3.29712
P -0.39833 -0.78399 -2.27919
H 0.21151 1.46338 3.36612
H -1.41964 1.72374 2.75171
H -0.95312 0.20675 3.22628
H -1.06426 -3.05249 -1.35003
H 0.26679 -3.15703 -2.53691
H 1.97342 0.93848 -1.15980
H 2.00189 1.46236 1.42517
H -1.75894 -0.30677 -2.32298
```

The calculation puts the energy above the lowest of the compared OMol25 structures with the same formula, charge and spin at 73.62 kcal/mol. The value obtained for the gap between HOMO and LUMO is 7.022 eV. The net charge is 0.

Here are the Löwdin charges for atoms 1 to 8, given in e: atom 1 (C): -0.309, atom 2 (C): -0.073, atom 3 (C): 0.011, atom 4 (C): -0.299, atom 5 (N): 0.105, atom 6 (N): -0.149, atom 7 (N): 0.172, atom 8 (O): -0.429


Entry 6:
Molecular formula: CBrClNOP
Method: DFT, wB97M-V/def2-TZVPD

The geometry in XYZ format:
```
6
Properties=species:S:1:pos:R:3
N 2.48675 -1.29567 -0.33528
C 2.34104 -0.16105 -0.35314
Cl 2.16396 1.43937 -0.27072
O -2.94175 -0.61213 -0.76099
P -2.55344 -0.67432 0.62231
Br -1.49655 1.30379 1.09784
```

The calculation puts the energy above the lowest of the compared OMol25 structures with the same formula, charge and spin at 13.25 kcal/mol. The value obtained for the gap between HOMO and LUMO is 9.377 eV. The net charge is 0. The structure (SMILES) is N#CCl.O=PBr.

Löwdin charges in e: atom 1 (N): 0.092, atom 2 (C): -0.850, atom 3 (Cl): 0.740, atom 4 (O): -0.554, atom 5 (P): 0.491, atom 6 (Br): 0.082


Entry 7:
Molecular formula: C2H2O2S
Method: DFT, wB97M-V/def2-TZVPD

The geometry in XYZ format:
```
7
Properties=species:S:1:pos:R:3
C 0.22546 0.56933 -0.43556
C 0.94948 -0.35674 0.35558
O -1.88470 -0.34040 0.82716
O 0.37005 -0.88697 -0.69971
S -1.57553 0.63632 -0.24615
H 0.93339 1.10079 -1.09897
H 0.98185 -0.72234 1.29765
```

The calculation puts the energy above the lowest of the compared OMol25 structures with the same formula, charge and spin at 108.19 kcal/mol. The value obtained for the gap between HOMO and LUMO (spin up / spin down) is 9.221 / 6.980 eV. The net charge is 0.

Löwdin charges in e: atom 1 (C): -0.437, atom 2 (C): -0.129, atom 3 (O): -0.533, atom 4 (O): -0.052, atom 5 (S): 0.954, atom 6 (H): 0.124, atom 7 (H): 0.073


Entry 8:
Molecular formula: C5H14N3
Method: DFT, wB97M-V/def2-TZVPD

The geometry in XYZ format:
```
22
Properties=species:S:1:pos:R:3
C 1.71488 0.69875 1.60865
C 0.80039 1.17420 0.47662
N 1.54821 2.24416 -0.30604
C 0.36969 0.11046 -0.52061
C -0.37287 -1.08600 0.11347
N -0.80027 -1.90751 -0.99474
C -2.00317 -2.11535 -1.33017
N -3.16696 -1.65173 -0.73348
H 1.49519 1.23881 2.52471
H 2.77309 0.74679 1.34785
H 1.57469 -0.35953 1.82444
H -0.05250 1.66160 0.94889
H 1.79844 3.06154 0.25370
H 2.39488 1.83801 -0.68458
H 0.91913 2.58525 -1.03591
H -0.27834 0.58419 -1.24271
H 1.22967 -0.37192 -0.98676
H -1.22712 -0.75235 0.70342
H 0.33574 -1.64284 0.71077
H -2.13550 -2.68001 -2.24862
H -3.01476 -1.07111 0.07734
H -3.90249 -2.30541 -0.50625
```

The calculation puts the energy above the lowest of the compared OMol25 structures with the same formula, charge and spin at 37.60 kcal/mol. The value obtained for the gap between HOMO and LUMO is 8.707 eV. The net charge is +1. The structure (SMILES) is C[C@@H]([NH3+])CC/N=C\N.

Here are the Löwdin charges for atoms 1 to 8, given in e: atom 1 (C): -0.022, atom 2 (C): -0.333, atom 3 (N): 0.219, atom 4 (C): -0.150, atom 5 (C): -0.228, atom 6 (N): 0.008, atom 7 (C): -0.267, atom 8 (N): 0.087